No. 1
Entry from OMol25: the molecule C4H9NOS (ωB97M-V with the def2-TZVPD basis set).

## Properties
Energy above the lowest of the compared OMol25 structures with the same formula, charge and spin ... 28.9 kcal per mole
SMILES ... C[C@H](CS)NC=O
Gap between HOMO and LUMO ... 0.3701 Ha
Max |F| ... 0.07903 hartree/bohr
HOMO level ... -9.52 eV

ORCA input file:
```
! RIJCOSX wB97M-V def2-TZVPD def2/J DEFGRID3
* xyz 0 1
O -0.862 -0.931 2.618
H -1.429 2.106 -0.405
C -1.579 1.103 -0.068
H -1.969 0.468 -0.874
C -0.459 -1.579 1.662
S 1.134 0.303 -2.066
H 1.736 0.858 0.252
H 0.133 -1.496 -0.329
H -0.314 -2.648 1.628
C -0.268 0.471 0.348
H 0.847 2.153 -0.333
H 2.114 -0.587 -1.905
N -0.228 -0.966 0.471
H -0.219 0.867 1.479
C 0.947 1.073 -0.439
H -2.449 1.086 0.585
*
```

***

No. 2
Entry from OMol25: a structure of composition C33H34ClN3O3 (ωB97M-V with the def2-TZVPD basis set).

## Properties
Energy above the lowest of the compared OMol25 structures with the same formula, charge and spin ... 8.0 kcal per mole
Gap between HOMO and LUMO ... 0.2295 Ha
Max |F| ... 0.09501 hartree/bohr
HOMO level ... -6.40 eV

ORCA input file:
```
! RIJCOSX wB97M-V def2-TZVPD def2/J DEFGRID3
* xyz 0 1
C -0.608 -0.825 -5.178
C -2.735 0.102 -4.430
C -4.397 -4.996 -2.799
H -5.183 -4.340 -3.190
H -2.195 -5.055 -0.193
C 3.981 1.905 1.217
O -1.955 -0.310 1.651
H 7.027 0.737 3.739
H 5.997 -0.689 3.813
C 0.650 1.158 0.114
C -1.767 1.270 3.433
H 5.100 1.710 -0.561
H -2.751 1.126 3.920
H -1.767 3.550 -0.938
C -1.562 -1.432 1.005
C -0.505 0.741 -0.681
N 0.194 3.658 -0.103
H 3.366 1.398 -0.788
C -2.061 -1.409 -0.442
H -4.944 -6.719 -4.008
C 4.985 1.227 1.920
C -4.296 -6.327 -3.223
C 2.847 2.331 3.312
C -0.718 3.722 -1.230
C 4.947 1.110 3.311
Cl -3.288 -8.834 -3.074
C -2.705 -5.397 -1.100
C 4.093 2.049 -0.270
C -1.916 -0.391 -5.457
H 0.734 2.597 3.726
H -2.293 -0.468 -6.480
C -2.247 0.133 -3.117
H -1.919 1.970 2.594
H -0.151 0.035 2.644
H -0.410 3.003 -1.998
C 0.708 4.825 0.447
H 0.045 -1.346 -1.131
H -1.093 1.719 4.177
H 1.743 4.049 4.025
H -3.767 0.417 -4.613
C 2.874 2.393 1.914
C 0.921 2.590 0.312
C 1.703 4.470 1.298
H 3.965 3.084 -0.636
H -1.343 -0.875 3.646
C -3.521 -4.484 -1.805
C -1.220 -0.043 2.918
H 5.796 0.770 1.345
H -1.313 1.496 -0.679
H -2.915 -0.641 -0.481
H 3.807 1.569 5.095
H -4.232 -2.425 -1.798
C -2.603 -6.725 -1.513
H 0.054 -1.175 -5.982
N 1.821 3.078 1.230
O 1.396 0.284 0.647
C 1.720 2.946 4.082
H 5.934 0.504 5.112
H -1.953 -7.418 -0.980
H -0.649 4.734 -1.649
C -0.997 -0.404 -2.818
C 3.871 1.665 4.003
C -0.158 -0.866 -3.850
C -3.381 -7.188 -2.591
H 2.330 5.095 1.891
H 1.809 2.665 5.145
H -2.842 0.521 -2.290
C 6.034 0.383 4.033
C -3.407 -3.076 -1.477
H 0.394 5.789 0.115
N -2.355 -2.637 -0.864
H 0.843 -1.243 -3.599
O -0.945 -2.343 1.551
C -0.621 -0.496 -1.368
*
```